1.
ORCA calculation (the ωB97M-V functional and the def2-TZVPD basis) on a structure of composition C4H8N4 in a non-equilibrium geometry.

Cartesian coordinates (Å):
C 1.756 -1.426 -0.798
C -0.106 -0.332 -0.348
C -0.129 1.956 -0.276
C -0.694 0.166 0.720
H 2.465 -2.731 -0.512
H 2.129 -0.934 -1.878
H 2.363 -0.600 0.105
H -0.211 -2.202 -0.226
H 1.338 0.766 -1.409
H 0.146 3.068 -0.458
H -2.010 -0.337 1.852
H -0.551 -0.508 2.548
N 0.200 -1.486 -0.893
N 0.239 0.827 -0.933
N -0.871 1.598 0.800
N -1.087 -0.754 1.624

The HOMO energy is -8.0 eV. The calculation puts the energy relative to the best compared isomer or geometry (same formula, charge and spin) at 136.13 kcal/mol. Its orbital gap is 8.4 eV.

---

2.
ORCA calculation (the ωB97M-V functional and the def2-TZVPD basis) on a structure of composition C4H8N4 in a non-equilibrium geometry.

Cartesian coordinates (Å):
C -2.534 -0.300 -0.066
C -0.444 -0.032 -1.246
C 0.848 -0.257 -1.326
C 2.067 0.626 0.413
H -2.695 0.794 1.894
H -2.911 -1.017 -1.247
H -0.594 -0.037 0.724
H -1.109 0.046 -2.056
H 1.221 -0.126 -2.324
H 1.967 -1.447 0.183
H 1.580 1.592 -0.175
H 3.022 -0.335 2.101
N -3.329 0.210 0.906
N -1.207 -0.347 -0.072
N 1.639 -0.418 -0.207
N 2.883 0.600 1.409

The HOMO energy is -9.1 eV. The calculation puts the energy relative to the best compared isomer or geometry (same formula, charge and spin) at 139.06 kcal/mol. Its orbital gap is 9.7 eV.

---

3.
ORCA calculation (the ωB97M-V functional and the def2-TZVPD basis) on the molecule C4H8N4 in a non-equilibrium geometry.

Cartesian coordinates (Å):
C 1.036 -0.322 -1.307
C 0.022 0.926 0.572
C -1.294 0.637 1.199
C -0.857 -0.011 -0.131
H -0.639 -2.617 -0.038
H 0.749 -2.058 0.782
H 1.713 -0.962 -1.869
H 1.167 2.472 -0.144
H 0.874 0.529 1.098
H -1.235 0.053 2.141
H -2.159 1.269 1.100
H -1.456 0.571 -0.814
N 0.292 -2.178 -0.141
N -0.069 -0.998 -0.758
N 1.307 0.934 -1.243
N 0.550 1.756 -0.446

The HOMO energy is -8.1 eV. The calculation puts the energy relative to the best compared isomer or geometry (same formula, charge and spin) at 116.34 kcal/mol. Its orbital gap is 9.0 eV.

---

4.
ORCA calculation (the ωB97M-V functional and the def2-TZVPD basis) on a structure of composition C4H8N4 in a non-equilibrium geometry.

Cartesian coordinates (Å):
C -0.072 -2.063 -0.907
C -0.818 -0.834 -0.394
C 0.017 2.139 1.460
C 1.118 0.397 -0.217
H -1.486 -2.577 -1.374
H 0.762 -2.561 0.203
H 0.829 -1.506 -2.039
H -1.235 -1.138 0.790
H -1.764 -0.729 -0.832
H -0.785 2.289 -0.547
H -0.532 2.677 2.184
H 1.859 -0.720 -0.510
N -0.214 0.455 -0.344
N -0.735 1.514 0.271
N 1.179 1.564 1.640
N 1.878 1.092 0.616

The HOMO energy is -8.2 eV. The calculation puts the energy relative to the best compared isomer or geometry (same formula, charge and spin) at 270.90 kcal/mol. Its orbital gap is 8.0 eV.

---

5.
ORCA calculation (the ωB97M-V functional and the def2-TZVPD basis) on the molecule C4H8N4 in a non-equilibrium geometry.

Cartesian coordinates (Å):
C -0.590 -0.110 1.275
C -1.026 0.463 -0.086
C -2.317 0.241 -0.693
C 2.576 -0.594 -0.100
N -0.280 1.486 -0.570
N 0.906 1.211 -0.677
N 0.065 -0.673 0.109
N 1.223 -0.002 -0.286
H -0.106 0.490 1.927
H -1.069 -0.910 1.808
H -3.014 1.092 -0.764
H -2.854 -0.579 -0.119
H -2.335 -0.049 -1.723
H 3.255 0.278 -0.047
H 2.618 -1.142 0.879
H 2.946 -1.202 -0.932

The HOMO energy is -8.4 eV. The calculation puts the energy relative to the best compared isomer or geometry (same formula, charge and spin) at 102.28 kcal/mol. Its orbital gap is 9.4 eV.

---

6.
ORCA calculation (the ωB97M-V functional and the def2-TZVPD basis) on the molecule C4H8N4 in a non-equilibrium geometry.

Cartesian coordinates (Å):
C 2.901 -0.291 -0.375
C -0.323 -0.139 0.983
C -2.249 0.825 -0.100
C -2.694 -0.521 -0.111
H 3.688 0.039 -1.204
H 3.069 0.286 0.627
H 3.196 -1.423 -0.088
H 0.893 0.672 -0.470
H -1.096 -0.596 1.742
H -0.179 0.210 -0.741
H -2.726 1.349 0.877
H -2.578 1.359 -1.120
N 1.340 -0.366 -0.522
N 0.866 -0.794 0.820
N -0.787 0.866 0.091
N -3.322 -1.478 -0.408

The HOMO energy is -9.3 eV. The calculation puts the energy relative to the best compared isomer or geometry (same formula, charge and spin) at 141.07 kcal/mol. Its orbital gap is 9.8 eV.

---

7.
ORCA calculation (the ωB97M-V functional and the def2-TZVPD basis) on the molecule C4H8N4 in a non-equilibrium geometry.

Cartesian coordinates (Å):
C -3.623 0.561 0.237
C -0.366 -0.889 -0.259
C 0.721 -0.185 0.008
C 2.734 1.221 -0.169
H -4.374 -0.320 0.055
H -3.914 1.475 -0.474
H -3.880 0.846 1.316
H -0.425 -2.032 -0.306
H 0.579 0.901 0.328
H 2.051 -1.799 0.458
H 1.801 1.438 -0.940
H 3.575 1.867 0.044
N -2.090 0.543 -0.102
N -1.772 -0.770 -0.203
N 1.946 -0.706 0.170
N 3.029 -0.013 0.224

The HOMO energy is -8.0 eV. The calculation puts the energy relative to the best compared isomer or geometry (same formula, charge and spin) at 157.98 kcal/mol. Its orbital gap is 7.5 eV.

---

8.
ORCA calculation (the ωB97M-V functional and the def2-TZVPD basis) on a structure of composition C4H8N4 in a non-equilibrium geometry.

Cartesian coordinates (Å):
C 0.551 -1.425 -0.169
C -1.210 0.469 -0.423
C -0.675 2.034 -0.105
C -0.084 0.774 0.512
H 3.311 0.410 0.623
H 2.442 1.123 -0.816
H 1.312 -2.111 -0.305
H -2.340 -1.110 -0.429
H -0.591 0.261 -1.395
H -0.189 2.459 -1.043
H -1.158 2.887 0.337
H -0.511 0.826 1.615
N 2.329 0.215 -0.172
N 1.000 -0.215 0.342
N -0.665 -1.664 -0.051
N -1.775 -0.601 0.241

The HOMO energy is -8.7 eV. The calculation puts the energy relative to the best compared isomer or geometry (same formula, charge and spin) at 190.88 kcal/mol. Its orbital gap is 9.4 eV.

---

9.
ORCA calculation (the ωB97M-V functional and the def2-TZVPD basis) on a cluster of 2 separate species, C4H8N4 in total in a non-equilibrium geometry.

Cartesian coordinates (Å):
C 2.343 -0.538 0.561
C 0.425 0.325 -0.560
C -0.281 1.414 0.032
C -1.890 0.139 -0.390
H 3.282 -1.035 0.244
H 1.671 -1.408 1.139
H 2.342 0.520 1.028
H 2.196 0.918 -1.064
H 0.150 2.412 0.447
H -2.362 -1.167 1.372
H -3.691 -0.406 0.312
H -0.766 -1.025 -1.629
N 1.667 -0.103 -0.821
N -1.513 1.336 0.068
N -2.872 -0.966 0.047
N -0.702 -0.415 -0.786

The HOMO energy is -7.8 eV. The calculation puts the energy relative to the best compared isomer or geometry (same formula, charge and spin) at 124.48 kcal/mol. Its orbital gap is 8.2 eV.

---

10.
ORCA calculation (the ωB97M-V functional and the def2-TZVPD basis) on a cluster of 2 separate species, C4H8N4 in total in a non-equilibrium geometry.

Cartesian coordinates (Å):
C 0.972 -1.890 0.282
C -0.387 -1.512 -0.258
C 0.885 -0.794 -0.722
C 0.924 0.539 -0.092
N -2.558 0.830 1.390
N -2.147 1.782 0.936
N 0.826 1.668 -0.598
N -1.582 2.680 0.421
H 1.190 -1.536 1.297
H 1.531 -2.729 0.063
H -0.970 -2.133 -0.974
H -0.850 -1.012 0.463
H 1.204 -1.100 -1.665
H 0.831 0.510 1.001
H 0.799 1.793 -1.635
H -0.668 2.904 0.094

The HOMO energy is -9.6 eV. The calculation puts the energy relative to the best compared isomer or geometry (same formula, charge and spin) at 103.11 kcal/mol. Its orbital gap is 10.7 eV.

---

11.
ORCA calculation (the ωB97M-V functional and the def2-TZVPD basis) on the molecule C4H8N4O in a non-equilibrium geometry.

Cartesian coordinates (Å):
C 1.619 0.603 -0.374
C 0.406 0.896 0.551
C -2.698 -0.677 -0.214
C -1.890 0.575 -0.030
H 2.970 -0.866 -0.735
H 2.261 -1.026 0.732
H 2.353 1.385 -0.114
H 1.331 0.799 -1.413
H 0.085 1.973 0.377
H 0.763 0.811 1.591
H 0.020 -1.775 -0.099
H -3.754 -0.740 -0.416
N 2.091 -0.785 -0.232
N -0.700 0.069 0.301
N -0.713 -1.317 0.380
N -1.928 -1.709 -0.113
O -2.217 1.786 -0.194

The HOMO energy is -8.9 eV. The calculation puts the energy relative to the best compared isomer or geometry (same formula, charge and spin) at 54.50 kcal/mol. Its orbital gap is 9.6 eV.

---

12.
ORCA calculation (the ωB97M-V functional and the def2-TZVPD basis) on a structure of composition C4H8N4O3 in a non-equilibrium geometry.

Cartesian coordinates (Å):
C -1.265 -0.328 -0.799
C -1.089 1.358 0.306
C -0.290 -0.515 -1.782
C 0.801 1.649 -1.180
N 0.650 0.519 -1.881
N -0.026 2.006 -0.164
N -2.295 -1.111 -0.483
N 0.870 -1.435 1.494
O -1.850 1.628 1.205
O 0.316 3.216 0.463
O -0.193 -1.491 -2.539
H 1.602 2.333 -1.391
H 1.322 0.354 -2.623
H -2.838 -0.893 0.336
H -0.368 3.352 1.145
H -2.337 -2.038 -0.880
H 0.249 -0.638 1.565
H 1.804 -1.130 1.742
H 0.886 -1.731 0.525

The HOMO energy (spin up / spin down) is -6.6 / -7.2 eV. The calculation puts the energy relative to the best compared isomer or geometry (same formula, charge and spin) at 143.19 kcal/mol. Its orbital gap (spin up / spin down) is 6.5 / 7.4 eV.

---

13.
ORCA calculation (the ωB97M-V functional and the def2-TZVPD basis) on the ion C4H8N5O2 with charge +1 in a non-equilibrium geometry.

Cartesian coordinates (Å):
C 3.134 0.782 0.106
C 0.595 1.068 -0.043
C -1.076 -1.216 -0.528
C -0.898 0.076 0.220
N 3.834 -0.295 0.261
N 3.052 -1.341 0.232
N 1.820 -1.012 0.155
N 1.733 0.371 -0.059
N -2.071 0.934 -0.021
O 0.481 2.251 -0.078
O -2.432 -1.585 -0.186
H 3.391 1.885 0.054
H -1.188 -1.218 -1.660
H -0.322 -1.988 -0.252
H -0.781 -0.103 1.285
H -2.697 0.494 -0.626
H -1.672 1.826 -0.342
H -2.502 1.353 0.938
H -2.402 -2.281 0.542

The HOMO energy is -14.7 eV. The total charge is +1. The calculation puts the energy relative to the best compared isomer or geometry (same formula, charge and spin) at 101.17 kcal/mol. Its orbital gap is 10.2 eV.

---

14.
ORCA calculation (the ωB97M-V functional and the def2-TZVPD basis) on the ion C4H8N7 with charge +1 in a non-equilibrium geometry.

Cartesian coordinates (Å):
C -2.878 0.259 0.306
C -0.786 -0.366 0.078
C -0.908 1.039 -0.133
C 0.454 -1.232 -0.099
N -2.248 1.330 -0.066
N 1.682 -0.748 0.064
N -2.107 -0.833 0.355
N 0.037 1.949 -0.483
N 0.375 -2.542 -0.357
N 2.756 1.182 0.515
N 1.927 0.482 -0.133
H -3.987 0.036 0.402
H -2.383 -1.723 0.624
H -0.032 2.985 -0.413
H -0.306 -3.234 -0.084
H 1.300 -2.942 -0.652
H 3.300 1.915 0.087
H 3.236 0.775 1.281
H 0.568 1.667 -1.291

The HOMO energy is -12.3 eV. The total charge is +1. The calculation puts the energy relative to the best compared isomer or geometry (same formula, charge and spin) at 34.25 kcal/mol. Its orbital gap is 7.7 eV.

---

15.
ORCA calculation (the ωB97M-V functional and the def2-TZVPD basis) on the ion C4H8N8 with charge +2 in a non-equilibrium geometry.

Cartesian coordinates (Å):
C 2.014 3.073 2.015
C -0.750 -1.927 -2.202
C 0.359 0.312 -2.556
C -0.876 -0.533 2.304
N 1.302 2.163 1.921
N -1.197 -2.579 -1.137
N -0.969 -1.877 -0.103
N 0.530 1.226 2.216
N 0.145 0.211 0.249
N -0.366 -0.773 -0.471
N -0.215 -0.766 -1.818
N -0.030 0.318 1.511
H 2.664 3.917 2.018
H -0.805 -2.283 -3.215
H 1.394 0.088 -2.827
H -0.205 0.463 -3.478
H 0.335 1.222 -1.958
H -0.786 -0.241 3.350
H -1.923 -0.423 1.997
H -0.623 -1.592 2.184

The HOMO energy (spin up / spin down) is -18.0 / -18.0 eV. The total charge is +2. The calculation puts the energy relative to the best compared isomer or geometry (same formula, charge and spin) at 9.83 kcal/mol. Its orbital gap (spin up / spin down) is 7.9 / 7.9 eV.